Formula: C31H51AsIrN5O4SSe
Source: the OMol25 dataset
Level of theory: the ωB97M-V functional and the def2-TZVPD basis

## Properties
strongest force on any atom: 0.5 eV/Å
HOMO-LUMO gap (spin up / spin down): 7.8 / 5.3 eV
molar mass: 935.9 g mol⁻¹
energy above the lowest of the compared OMol25 structures with the same formula, charge and spin: 28.0 kJ/mol
E: -6925.44436 a.u.

Structure (ORCA input):
```
! RIJCOSX wB97M-V def2-TZVPD def2/J DEFGRID3
* xyz 3 2
Ir 1.169 0.644 -0.542
Se 0.292 -0.294 1.445
As -1.051 3.247 -1.361
S 3.007 3.112 -2.668
O -0.540 1.658 -0.965
O 1.972 2.097 0.736
O 3.850 2.213 -3.380
O 2.021 3.880 -3.360
N -0.965 -2.876 1.851
N 0.624 -0.689 -2.066
N -2.388 -1.299 1.303
N 2.213 2.264 -1.433
N 2.934 -0.531 -0.409
C 3.882 4.123 -1.512
C 3.527 -0.714 0.946
C 0.016 4.684 -0.683
C -2.869 0.904 2.380
C 2.488 -1.858 -0.929
C -3.549 0.307 3.612
C -2.672 -4.669 2.454
C 0.439 0.060 -3.341
C -1.265 3.399 -3.247
C -3.142 -2.429 1.627
C -0.626 -1.430 -1.773
C 4.031 4.518 0.868
C 5.339 5.800 -0.717
C -1.102 -1.614 1.451
C -1.114 -4.770 -0.758
C -4.518 -2.652 1.615
C -2.929 0.055 1.106
C 2.531 2.730 -0.225
C -5.072 0.347 3.543
C -2.239 -3.421 2.005
C 4.048 -0.027 -1.268
C -2.759 3.391 -0.526
C -4.032 -4.878 2.467
C 0.310 -3.576 2.069
C 4.800 5.108 -1.802
C 1.765 -1.656 -2.242
C -4.941 -3.892 2.035
C 0.321 -4.785 -0.232
C 3.495 3.826 -0.205
C 0.480 -4.874 1.289
C 4.962 5.513 0.592
H 3.346 -2.523 -1.058
H -1.672 -5.629 -0.382
H -0.516 5.601 -0.943
H -5.473 -0.253 2.725
H 5.097 5.337 -2.816
H 5.404 6.072 1.406
H 1.389 -2.605 -2.628
H 4.413 -1.346 0.863
H 3.736 4.289 1.884
H -1.123 -4.833 -1.846
H -0.429 0.702 -3.247
H -3.244 4.306 -0.867
H 1.826 -2.294 -0.180
H -0.466 -2.103 -0.934
H 1.323 0.665 -3.540
H -3.222 0.878 4.481
H 0.825 -5.655 -0.655
H -1.669 -3.874 -0.473
H 2.439 -1.245 -2.992
H 1.490 -5.214 1.530
H -3.953 -0.069 0.758
H -5.999 -4.115 2.043
H 0.878 -3.914 -0.616
H -4.415 -5.826 2.818
H 3.704 0.250 -2.253
H -1.994 -5.434 2.801
H -1.821 1.128 2.604
H 0.986 4.710 -1.172
H 4.814 -0.801 -1.339
H 0.290 -0.645 -4.159
H -5.227 -1.905 1.290
H 3.811 0.253 1.354
H 6.069 6.577 -0.900
H 1.096 -2.875 1.781
H -2.630 3.431 0.554
H -3.197 -0.717 3.781
H -1.931 2.610 -3.590
H -0.182 -5.647 1.679
H 0.107 4.611 0.399
H 4.489 0.851 -0.801
H 2.810 -1.184 1.614
H 0.409 -3.751 3.142
H -3.346 1.861 2.146
H -0.290 3.337 -3.725
H -5.509 -0.033 4.465
H -5.425 1.371 3.410
H -2.353 0.530 0.304
H -3.369 2.535 -0.809
H -1.416 -0.714 -1.543
H -1.714 4.368 -3.466
H -0.911 -2.021 -2.646
*
```

=====

Formula: C31H51BrN2O2PPdS
Source: the OMol25 dataset
Level of theory: the ωB97M-V functional and the def2-TZVPD basis

## Properties
strongest force on any atom: 0.4 eV/Å
HOMO-LUMO gap (spin up / spin down): 5.8 / 5.7 eV
molar mass: 733.1 g mol⁻¹
E: -4913.18580 a.u.

Structure (ORCA input):
```
! RIJCOSX wB97M-V def2-TZVPD def2/J DEFGRID3
* xyz -1 1
Pd 0.417 0.544 -0.407
Br 0.027 2.299 2.274
S 2.573 -0.043 -0.063
P 0.400 1.327 -3.514
O 0.525 2.353 -0.620
O -0.247 -0.550 1.592
N 0.455 0.309 -2.302
N 0.909 -1.957 -0.694
C 0.563 -3.187 -1.059
C -1.081 -1.140 5.091
C 2.119 1.970 -3.992
C 3.188 -2.675 -0.575
C 2.723 2.638 -2.742
C -1.690 -0.831 7.901
C -0.812 -1.443 3.754
C -0.207 0.101 -4.840
C 2.195 -1.690 -0.467
C -0.093 1.062 7.776
C -0.677 1.163 4.778
C 1.471 -4.219 -1.202
C 2.814 -3.948 -0.943
C -0.417 0.898 3.457
C -1.326 0.429 7.114
C -1.717 -0.128 -4.668
C -0.936 -2.929 3.371
C -0.474 -0.390 2.848
C -0.023 -3.777 4.272
C -2.391 -3.385 3.563
C -1.029 0.128 5.647
C 3.028 0.766 -4.289
C -0.539 -3.243 1.930
C 0.431 -1.284 -4.600
C -2.503 1.410 7.216
C 0.075 0.500 -6.294
C -1.223 3.252 -4.929
C 2.208 2.951 -5.166
C -0.191 4.077 -2.855
C -0.786 2.821 -3.518
C -2.031 2.443 -2.697
H 3.266 3.162 -5.352
H -0.286 -3.695 5.327
H 4.222 -2.421 -0.380
H -1.352 -1.967 5.734
H 3.560 -4.727 -1.036
H -0.608 2.187 5.124
H 0.580 4.542 -3.470
H 1.016 -3.462 4.159
H -0.291 1.285 8.829
H 1.505 -1.296 -4.756
H -2.324 0.717 -4.984
H -0.325 1.475 -6.564
H -2.718 -3.269 4.598
H -2.582 -1.312 7.493
H -1.830 2.509 -5.440
H -2.665 3.332 -2.620
H 2.676 1.968 -1.885
H 2.960 0.023 -3.490
H -1.951 -0.369 -3.630
H -2.281 2.347 6.704
H 1.136 -5.204 -1.496
H 0.239 -1.623 -3.584
H -2.625 1.651 -3.147
H -3.396 0.983 6.755
H -0.095 -4.832 3.988
H 2.232 3.564 -2.465
H -0.398 -0.243 -6.946
H -0.377 3.506 -5.568
H -1.836 4.152 -4.825
H -0.658 -4.320 1.760
H 2.808 0.292 -5.245
H -2.727 1.638 8.263
H 1.785 2.558 -6.089
H -3.058 -2.794 2.932
H -1.145 -2.693 1.214
H -2.000 -0.984 -5.288
H -1.895 -0.566 8.942
H -2.498 -4.439 3.287
H 0.201 3.848 -1.869
H -0.495 -3.347 -1.235
H -1.738 2.154 -1.688
H 4.059 1.129 -4.335
H 0.760 0.383 7.719
H 3.774 2.857 -2.962
H 1.140 0.492 -6.516
H 0.188 1.991 7.278
H -0.875 -1.557 7.890
H -0.021 -1.980 -5.314
H 0.499 -2.972 1.741
H -1.007 4.801 -2.762
H 1.725 3.903 -4.948
*
```

=====

Formula: C31H51Cl2N4PTi
Source: the OMol25 dataset
Level of theory: the ωB97M-V functional and the def2-TZVPD basis

## Properties
strongest force on any atom: 5.0 eV/Å
HOMO-LUMO gap (spin up / spin down): 5.9 / 5.9 eV
molar mass: 629.5 g mol⁻¹
E: -3542.05818 a.u.

Structure (ORCA input):
```
! RIJCOSX wB97M-V def2-TZVPD def2/J DEFGRID3
* xyz 0 1
Ti -0.050 -0.386 1.930
Cl -2.102 0.557 1.467
Cl 1.866 0.500 0.934
P -0.322 1.157 -2.069
N -0.650 -0.927 6.044
N 1.833 -0.643 5.832
N 0.393 -0.301 3.862
N 0.335 1.330 5.771
C -1.993 -1.180 -2.472
C -1.346 3.378 -0.853
C 1.785 -3.282 1.017
C 1.064 0.538 -4.196
C 1.719 -0.750 4.345
C 1.115 3.325 -1.219
C 0.370 -3.277 1.022
C -3.448 -1.635 -2.704
C -0.245 2.985 -1.861
C 2.651 -1.705 -2.948
C -1.319 4.903 -0.732
C 0.712 -1.437 6.396
C 1.758 -5.708 0.945
C 2.796 -1.319 -4.432
C 2.428 0.134 -4.776
C -4.115 -0.868 -3.852
C 1.280 -1.287 -2.381
C 2.466 -4.499 0.984
C 0.052 5.468 -0.330
C -0.330 -4.495 0.845
C -0.739 -1.034 4.546
C 1.089 0.220 -2.702
C -2.569 1.140 -3.548
C 1.222 4.844 -1.109
C -4.016 0.661 -3.752
C -0.453 -2.103 1.223
C 0.227 1.173 4.288
C 1.661 0.793 6.161
C -0.736 0.520 6.377
C 0.350 -5.698 0.847
C -1.931 0.367 -2.375
H -0.697 -2.098 4.305
H -0.759 1.532 3.969
H 0.048 6.549 -0.514
H 2.127 -1.974 -5.008
H 2.182 5.139 -0.672
H 0.213 5.337 0.750
H 3.557 -4.519 1.010
H 3.815 -1.533 -4.780
H -1.700 -0.595 4.236
H -4.635 1.036 -2.926
H 2.798 -2.788 -2.837
H 0.802 -1.501 7.488
H -4.423 1.124 -4.659
H -1.978 1.003 -4.469
H 1.130 2.830 -0.227
H -1.615 -1.613 -1.530
H 0.891 1.614 -4.367
H 0.500 -1.916 -2.831
H -2.529 0.586 -1.457
H -1.372 -1.569 -3.295
H 3.442 -1.234 -2.347
H 1.988 0.693 -2.268
H 1.204 5.230 -2.138
H 2.288 -6.666 1.000
H 1.233 -1.440 -1.292
H -4.016 -1.530 -1.767
H 2.479 -0.104 3.898
H -3.460 -2.708 -2.934
H -3.605 -1.166 -4.774
H -2.344 3.044 -1.174
H -0.213 -6.635 0.790
H 1.827 0.960 7.229
H -1.558 5.279 -1.735
H 0.240 -0.006 -4.695
H -1.412 -4.457 0.755
H 2.327 -2.338 1.049
H -1.487 -2.225 0.818
H 1.965 2.920 -1.784
H 2.419 0.287 -5.860
H -2.104 5.259 -0.059
H -1.688 0.891 5.985
H 1.032 1.763 3.842
H 2.407 1.353 5.593
H -0.379 3.600 -2.784
H -2.565 2.222 -3.330
H 0.777 -2.445 5.966
H 1.885 -1.790 4.065
H -5.162 -1.176 -3.959
H 3.182 0.821 -4.375
H -1.137 2.853 0.105
H -0.732 0.640 7.467
*
```

=====

> The lowest E belongs to which entry?

C31H51AsIrN5O4SSe

=====

> Which of these has the lowest strongest force on any atom?

C31H51BrN2O2PPdS

=====

> Among the records above, which one has the lowest strongest force on any atom?

C31H51BrN2O2PPdS

=====

> Look up the strongest force on any atom of the third one.

5.0 eV/Å